The following is a DFT calculation (the ωB97M-V functional and the def2-TZVPD basis) of C6H18FeN2O12 as an isolated structure.

Positions of all 39 atoms, in Å:
Fe  0.17  -0.17  -0.43
N  -0.44  0.08  -3.89
O  -0.46  -0.22  -2.68
O  -0.01  -0.64  -4.75
O  -0.85  1.16  -4.16
N  2.46  2.00  -0.92
O  2.59  2.68  -1.92
O  1.72  1.06  -0.98
O  3.24  2.11  0.04
C  0.10  -2.91  -0.84
C  -1.10  -2.68  0.08
O  -1.58  -1.38  -0.19
O  1.21  -1.98  -0.58
H  0.05  -2.65  -1.90
H  0.37  -3.95  -0.65
H  -0.70  -2.85  1.08
H  -1.88  -3.37  -0.22
H  -2.49  -1.25  0.08
H  1.97  -2.44  -0.96
C  -3.24  2.40  0.08
C  -2.07  2.20  -0.84
O  -1.06  1.64  -0.05
O  -3.01  3.49  0.96
H  -3.23  1.51  0.72
H  -4.18  2.44  -0.48
H  -1.68  3.13  -1.26
H  -2.37  1.46  -1.58
H  -0.76  2.43  0.41
H  -3.75  4.10  0.90
C  2.84  -0.89  2.36
C  1.70  0.09  2.33
O  0.56  -0.43  1.68
O  2.41  -2.20  2.86
H  3.55  -0.54  3.11
H  3.44  -1.07  1.47
H  1.88  1.09  1.92
H  1.46  0.28  3.37
H  0.29  -1.12  2.28
H  2.87  -2.66  3.56

- Total charge: +1
- HOMO energy (spin up / spin down): -11.6705 / -11.6574 eV
- Max |F|: 8.27 eV/A
- Spin multiplicity: 6
- ⟨S²⟩: 8.7631

---

The following is a DFT calculation (the ωB97M-V functional and the def2-TZVPD basis) of C6H18INO4Pd as an isolated structure.

Positions of all 31 atoms, in Å:
Pd  1.35  0.17  -0.09
I  2.92  -2.22  0.52
O  2.71  1.52  -0.90
H  2.59  2.33  -0.41
C  -1.60  -1.50  -2.88
C  -0.88  -0.78  -1.75
C  -1.17  -1.48  -0.41
O  -0.45  -0.94  0.69
C  -0.59  -1.81  1.81
N  0.58  -0.62  -1.98
H  -2.68  -1.58  -2.74
H  -1.24  -2.54  -2.89
H  -1.38  -1.03  -3.84
H  -1.26  0.24  -1.62
H  -0.99  -2.56  -0.48
H  -2.25  -1.38  -0.25
H  -1.64  -1.89  2.11
H  -0.10  -1.32  2.65
H  -0.18  -2.78  1.58
H  0.67  -0.51  -3.00
H  1.01  -1.56  -1.98
C  1.01  2.29  2.19
C  -0.17  2.57  1.25
O  0.00  2.06  -0.10
O  1.48  0.92  2.07
H  0.77  2.51  3.23
H  1.87  2.93  2.01
H  -0.32  3.64  1.16
H  -1.04  2.06  1.68
H  -0.58  2.62  -0.62
H  1.57  0.64  2.98

- Total charge: 0
- HOMO energy (spin up / spin down): -7.2340 / -7.4390 eV
- Max |F|: 2.68 eV/A
- Relative energy (zero: lowest compared OMol25 entry of this formula, charge and spin): 4.3 kcal per mole
- Spin multiplicity: 3
- ⟨S²⟩: 2.0067

---

Number 1: energy -68433.4971 eV. Number 2: energy -27772.0208 eV.